Entry 1:
Formula: C18H28N6O
Source: the Open Molecules 2025 dataset
Level of theory: the ωB97M-V functional and the def2-TZVPD basis

The lowest unoccupied orbital energy is -0.024 Eh. The total energy is -30089.7275 eV. The calculation puts the HOMO energy at -8.0824 eV. Its energy above the lowest of the compared OMol25 structures with the same formula, charge and spin is 443.5 kcal/mol.

```
53
Properties=species:S:1:pos:R:3:forces:R:3
C 6.08373 -0.68487 -1.87873 -6.991 -2.302 -6.314
H 5.60468 -1.72918 -1.80551 0.776 1.513 -0.034
H 7.00067 -0.75861 -1.61112 6.074 0.173 1.816
H 5.94743 -0.43294 -3.02983 1.068 -0.758 1.510
C 5.19226 0.27249 -1.29275 0.898 0.702 9.100
C 5.74716 1.74568 -1.31826 -4.344 -1.038 -1.445
H 5.24159 2.49564 -0.61185 0.529 -1.210 -1.303
H 5.49228 1.86531 -2.42218 0.738 1.298 1.126
H 6.75964 1.70959 -1.15202 2.377 0.136 0.222
C 3.73842 0.05790 -1.41355 1.731 -3.232 -0.153
N 3.42461 -1.51434 -1.03995 2.807 6.441 -7.907
C 3.08452 -1.77167 0.17766 -4.559 3.978 5.197
C 1.58127 -0.96871 0.48630 3.552 -2.039 7.466
C 0.54414 -1.63857 -0.17864 -1.753 4.474 -6.501
C 0.89267 -1.30848 -1.81740 2.026 1.947 5.143
C 2.41632 -1.75061 -1.95932 -3.711 -3.393 -4.873
H 2.56483 -1.43854 -3.08653 0.869 -0.928 2.247
H 2.33481 -2.84088 -1.88786 -0.204 -0.507 -0.877
H 0.07454 -1.78095 -2.35783 0.677 0.302 -0.862
H 1.01538 -0.15509 -1.71937 -1.309 -1.660 -0.999
C -0.80931 -1.05813 0.03860 1.933 2.073 4.389
N -0.67046 0.43130 0.16465 -3.852 2.170 -7.512
C -1.64124 0.89548 -0.93603 -1.152 1.375 -0.239
H -1.29461 0.49592 -1.82028 0.835 -1.062 -2.122
H -2.81333 0.56792 -0.95472 2.697 0.765 0.924
H -1.54996 2.01536 -1.12775 -0.416 -1.250 0.711
C -1.07017 1.28820 1.19152 2.183 -8.978 7.670
C -2.43702 0.69115 1.92113 5.041 13.462 -10.393
N -3.43174 1.40417 1.51426 -5.120 -1.402 2.000
C -4.45750 0.69664 2.26211 4.161 -3.362 1.204
N -3.89938 -0.36881 3.02661 -2.317 3.863 -2.751
O -2.56171 -0.16929 2.65091 0.033 -10.766 8.930
C -5.89597 0.83738 2.15784 6.367 6.270 -3.324
N -6.69147 0.23633 2.78256 -3.077 -7.937 6.296
C -7.96139 0.44032 2.71354 2.864 -11.263 13.006
C -8.49278 1.19923 2.02168 -0.116 12.519 -14.314
N -7.74008 1.96797 0.98423 4.895 -0.818 5.502
C -6.27710 1.94002 1.44517 -6.740 0.872 -7.092
H -5.67239 2.36914 0.63497 0.099 0.393 1.017
H -9.38522 1.47815 1.87790 -7.091 1.175 -0.379
H -8.67426 -0.04309 3.49346 1.623 0.080 -1.070
H -0.74830 2.24959 1.30365 -0.363 2.933 -0.938
H -0.19215 0.84523 1.97471 -2.034 1.256 -0.550
H -0.99991 -1.19801 1.08320 -0.747 -1.615 0.847
H -1.51360 -1.54447 -0.57950 -1.306 0.425 -0.809
H 0.33032 -2.60763 -0.15458 0.493 -4.586 0.765
H 1.59185 0.14728 0.61747 0.176 -1.204 -1.325
H 1.32594 -1.20116 1.68962 0.930 0.358 -2.307
H 3.74304 -1.34518 0.85509 1.500 1.050 1.418
H 3.15331 -2.76031 0.39664 -0.901 -3.320 0.652
H 3.58566 0.17398 -2.45737 -1.210 -0.076 -1.048
H 3.16639 0.69573 -0.82499 -0.959 1.194 0.926
H 5.24356 -0.14355 -0.02754 0.322 1.509 -2.645
```
Forces are in eV/Å.

Atom charges from the natural (NBO) analysis, given in e for atoms 1 to 4: -0.60, 0.24, 0.20, 0.16



Entry 2:
Formula: C4H9NO2
Source: the Open Molecules 2025 dataset
Level of theory: the ωB97M-V functional and the def2-TZVPD basis

The lowest unoccupied orbital energy is 0.029 Eh. The total energy is -9879.3180 eV. The calculation puts the HOMO energy at -9.6481 eV. Its energy above the lowest of the compared OMol25 structures with the same formula, charge and spin is 17.1 kcal/mol.

```
16
Properties=species:S:1:pos:R:3:forces:R:3
C 1.90069 0.66887 0.60232 -0.349 0.201 0.236
C 0.53290 0.54070 -0.13635 0.262 0.269 0.615
O 0.79829 -0.12461 -1.36717 0.416 0.026 0.250
C -0.46136 -0.25433 0.70754 0.037 0.095 0.172
C -1.88938 -0.40096 0.18004 0.023 0.048 0.042
O -2.85877 -0.17048 0.88307 0.300 -0.050 -0.262
N -1.98913 -0.86794 -1.09454 -0.061 0.120 -0.015
H 2.25288 -0.28230 1.03922 -0.428 0.229 -0.137
H 1.76891 1.39301 1.39911 0.193 0.021 0.304
H 2.73815 1.04013 -0.02276 -0.668 -0.005 -0.035
H 0.14853 1.54611 -0.35986 -0.013 -0.163 0.119
H 1.73295 -0.20945 -1.16831 0.316 -0.835 -1.524
H -0.05050 -1.26512 0.84174 -0.064 0.170 0.038
H -0.54352 0.22433 1.68422 -0.066 -0.131 0.016
H -2.91088 -0.92032 -1.50518 0.209 0.014 0.090
H -1.16977 -0.91763 -1.68309 -0.108 -0.010 0.093
```
Forces are in eV/Å.

Atom charges from the natural (NBO) analysis, given in e for atoms 1 to 4: -0.67, 0.10, -0.73, -0.53